Entry 1:
A molecular structure, C5H10O in a non-equilibrium geometry, computed with the ωB97M-V functional and the def2-TZVPD basis.

Geometry (Å):
C: 1.8538 -0.7568 0.0289
C: 0.4852 1.2205 -0.3450
C: 0.8727 0.2295 0.6054
O: 0.5506 0.2551 1.7951
C: -0.7756 -0.3877 -0.3434
C: -2.0901 0.1129 0.1597
H: 1.8306 -0.8405 -1.0664
H: 2.8112 -0.3330 0.3313
H: 1.6912 -1.7216 0.4983
H: 0.8050 1.2231 -1.3857
H: 0.4131 2.2442 0.0704
H: -0.5327 -1.3366 0.1908
H: -0.6796 -0.6115 -1.3981
H: -2.3169 1.0538 -0.3326
H: -2.8823 -0.6151 -0.0523
H: -2.0362 0.2636 1.2437

Atoms 1-3, force components in eV/Å:
0.29 -0.36 0.28
-0.71 -0.60 0.06
1.39 0.15 0.34

Calculated values
E_HOMO: -0.32425 Eh
multiplicity: 1
electronic energy: -271.6366 a.u.
E_LUMO: 0.0184 hartree
energy above the lowest of the compared OMol25 structures with the same formula, charge and spin: 304.6 kJ/mol

From a natural (NBO) analysis of the wavefunction, the atomic charges in e read: atom 1 (C): -0.689, atom 2 (C): -0.371, atom 3 (C): 0.452, atom 4 (O): -0.678, atom 5 (C): -0.280, atom 6 (C): -0.648, atom 7 (H): 0.209, atom 8 (H): 0.238, atom 9 (H): 0.221, atom 10 (H): 0.205, atom 11 (H): 0.233, atom 12 (H): 0.238, atom 13 (H): 0.202, atom 14 (H): 0.210, atom 15 (H): 0.218, atom 16 (H): 0.242



Entry 2:
C5H10O in the gas phase, computed with the ωB97M-V functional and the def2-TZVPD basis.

Geometry (Å):
O: -2.1047 0.1571 0.4923
C: -1.0489 0.2391 -0.4593
C: -0.2491 -1.0730 -0.4976
C: 0.9348 -0.8570 0.4506
C: 1.2972 0.6159 0.2273
C: -0.0500 1.3312 0.0049
H: -2.3103 -0.7744 0.6278
H: -1.4678 0.4879 -1.4473
H: -0.8632 -1.9370 -0.2077
H: 0.0912 -1.2700 -1.5198
H: 1.7670 -1.5356 0.2383
H: 0.6270 -1.0305 1.4905
H: 1.8680 1.0418 1.0595
H: 1.9060 0.6990 -0.6823
H: -0.4392 1.7524 0.9387
H: 0.0419 2.1532 -0.7159

Atoms 1-3, force components in eV/Å:
-0.16 -0.05 0.19
0.20 0.07 -0.13
0.04 -0.09 -0.08

Calculated values
E_HOMO: -0.37033 Eh
multiplicity: 1
electronic energy: -271.7452 a.u.
E_LUMO: 0.0389 hartree
energy above the lowest of the compared OMol25 structures with the same formula, charge and spin: 19.5 kJ/mol
structure (SMILES): OC1CCCC1

From a natural (NBO) analysis of the wavefunction, the atomic charges in e read: atom 1 (O): -0.724, atom 2 (C): 0.095, atom 3 (C): -0.428, atom 4 (C): -0.405, atom 5 (C): -0.402, atom 6 (C): -0.429, atom 7 (H): 0.466, atom 8 (H): 0.163, atom 9 (H): 0.200, atom 10 (H): 0.209, atom 11 (H): 0.211, atom 12 (H): 0.201, atom 13 (H): 0.213, atom 14 (H): 0.195, atom 15 (H): 0.225, atom 16 (H): 0.210



Entry 3:
2 unconnected molecules or ions with the total composition C5H10O in a non-equilibrium geometry, computed with the ωB97M-V functional and the def2-TZVPD basis.

Geometry (Å):
C: -1.8218 -0.0385 0.9510
C: -1.0475 0.4673 -0.2411
C: -0.0381 1.6180 -0.0806
C: 0.3900 0.2234 -0.1785
C: 1.2240 -0.6143 0.4241
O: 2.2531 -1.2678 -1.6283
H: -2.0986 -1.0905 0.8133
H: -1.1794 0.0130 1.8381
H: -2.7289 0.5405 1.1361
H: -1.5755 0.4647 -1.1959
H: 0.0549 2.3269 -0.9000
H: 0.0777 2.0481 0.9105
H: 1.5323 -0.6097 -1.5895
H: 2.2133 -0.3131 0.7503
H: 0.9591 -1.6567 0.5948
H: 1.7854 -2.1112 -1.6043

Atoms 1-3, force components in eV/Å:
-0.15 0.01 0.09
-0.19 -0.09 0.04
0.03 0.33 0.08

Calculated values
E_HOMO: -0.33342 Eh
multiplicity: 1
electronic energy: -271.6500 a.u.
E_LUMO: 0.0339 hartree
energy above the lowest of the compared OMol25 structures with the same formula, charge and spin: 269.4 kJ/mol
structure (SMILES): C=C1C[C@@H]1C.O

From a natural (NBO) analysis of the wavefunction, the atomic charges in e read: atom 1 (C): -0.604, atom 2 (C): -0.242, atom 3 (C): -0.431, atom 4 (C): -0.122, atom 5 (C): -0.306, atom 6 (O): -0.933, atom 7 (H): 0.209, atom 8 (H): 0.211, atom 9 (H): 0.209, atom 10 (H): 0.221, atom 11 (H): 0.223, atom 12 (H): 0.212, atom 13 (H): 0.486, atom 14 (H): 0.212, atom 15 (H): 0.193, atom 16 (H): 0.461



Entry 4:
C5H10O in the gas phase in a non-equilibrium geometry, computed with the ωB97M-V functional and the def2-TZVPD basis.

Geometry (Å):
C: -1.4172 0.1972 -0.1335
C: -2.2780 0.4888 1.0940
C: 0.1706 -1.4240 1.1309
C: 1.1205 -0.4543 -0.8967
C: 0.1670 -0.1330 0.2753
O: -1.8645 0.0120 -1.2260
H: -2.4341 -0.6000 1.4974
H: -3.2360 0.8662 1.0037
H: -1.6115 0.9136 1.8783
H: 1.2467 -1.7483 1.0868
H: -0.1268 -1.3339 2.1823
H: -0.3747 -2.3032 0.6905
H: 1.1389 -1.5949 -1.0399
H: 2.1913 -0.3064 -0.6274
H: 0.8506 0.2498 -1.7307
H: 0.4302 0.8746 0.7174

Atoms 1-3, force components in eV/Å:
1.43 -1.08 0.78
3.08 -3.28 1.50
1.22 -0.35 0.42

Calculated values
E_HOMO: -0.33700 Eh
multiplicity: 1
electronic energy: -271.7066 a.u.
E_LUMO: 0.0349 hartree
energy above the lowest of the compared OMol25 structures with the same formula, charge and spin: 120.9 kJ/mol
structure (SMILES): CC(=O)C(C)C

From a natural (NBO) analysis of the wavefunction, the atomic charges in e read: atom 1 (C): 0.616, atom 2 (C): -0.725, atom 3 (C): -0.628, atom 4 (C): -0.625, atom 5 (C): -0.316, atom 6 (O): -0.543, atom 7 (H): 0.238, atom 8 (H): 0.238, atom 9 (H): 0.223, atom 10 (H): 0.212, atom 11 (H): 0.214, atom 12 (H): 0.222, atom 13 (H): 0.214, atom 14 (H): 0.213, atom 15 (H): 0.232, atom 16 (H): 0.214



Entry 5:
C5H10O in the gas phase in a non-equilibrium geometry, computed with the ωB97M-V functional and the def2-TZVPD basis.

Geometry (Å):
C: -1.8042 -0.4664 0.7257
C: -1.0283 -0.0193 -0.4817
C: -0.0009 1.0630 -0.1538
C: 1.2375 0.3407 -0.6517
C: 2.0752 -0.4179 0.2500
O: 1.3247 -1.1962 -0.6168
H: -2.3622 -1.3706 0.4786
H: -1.1011 -0.7210 1.5335
H: -2.4717 0.3202 1.0776
H: -1.6039 0.2714 -1.3581
H: -0.1904 2.0251 -0.6647
H: 0.0406 1.3166 0.9218
H: 1.5196 0.6128 -1.6590
H: 3.1385 -0.3934 0.0931
H: 1.7184 -0.4714 1.2811
H: -0.4440 -0.8869 -0.7792

Atoms 1-3, force components in eV/Å:
-0.36 -0.03 0.12
-0.63 -0.11 -0.09
0.02 -0.63 -0.19

Calculated values
E_HOMO: -0.36709 Eh
multiplicity: 1
electronic energy: -271.6625 a.u.
E_LUMO: 0.0439 hartree
energy above the lowest of the compared OMol25 structures with the same formula, charge and spin: 236.6 kJ/mol
structure (SMILES): CCC[C@H]1CO1

From a natural (NBO) analysis of the wavefunction, the atomic charges in e read: atom 1 (C): -0.594, atom 2 (C): -0.422, atom 3 (C): -0.446, atom 4 (C): 0.055, atom 5 (C): -0.096, atom 6 (O): -0.524, atom 7 (H): 0.209, atom 8 (H): 0.196, atom 9 (H): 0.197, atom 10 (H): 0.198, atom 11 (H): 0.221, atom 12 (H): 0.205, atom 13 (H): 0.205, atom 14 (H): 0.175, atom 15 (H): 0.174, atom 16 (H): 0.246



Entry 6:
C5H10O in the gas phase, computed with the ωB97M-V functional and the def2-TZVPD basis.

Geometry (Å):
C: 2.6205 -0.2100 0.0857
O: 1.4002 0.3219 -0.3594
C: 0.3508 0.0302 0.5330
C: -0.9178 0.6548 0.0311
C: -2.2312 0.0352 0.4122
C: -1.7322 -0.0663 -1.0008
H: 2.8914 0.1785 1.0802
H: 2.5792 -1.3093 0.1453
H: 3.3937 0.0776 -0.6300
H: 0.2142 -1.0640 0.6261
H: 0.5946 0.4102 1.5410
H: -0.8848 1.7402 -0.0343
H: -3.0639 0.7000 0.6187
H: -2.2120 -0.8628 1.0255
H: -1.3624 -1.0293 -1.3424
H: -2.2308 0.5197 -1.7661

Atoms 1-3, force components in eV/Å:
0.24 -0.11 0.05
0.02 0.03 -0.02
-0.27 -0.09 0.16

Calculated values
E_HOMO: -0.36100 Eh
multiplicity: 1
electronic energy: -271.6971 a.u.
E_LUMO: 0.0433 hartree
energy above the lowest of the compared OMol25 structures with the same formula, charge and spin: 145.7 kJ/mol
structure (SMILES): COCC1CC1

From a natural (NBO) analysis of the wavefunction, the atomic charges in e read: atom 1 (C): -0.247, atom 2 (O): -0.535, atom 3 (C): -0.055, atom 4 (C): -0.248, atom 5 (C): -0.419, atom 6 (C): -0.412, atom 7 (H): 0.162, atom 8 (H): 0.162, atom 9 (H): 0.194, atom 10 (H): 0.157, atom 11 (H): 0.165, atom 12 (H): 0.218, atom 13 (H): 0.217, atom 14 (H): 0.211, atom 15 (H): 0.213, atom 16 (H): 0.217



Entry 7:
A molecular structure, C5H10O, computed with the ωB97M-V functional and the def2-TZVPD basis.

Geometry (Å):
C: -0.8386 -1.1505 1.2555
C: -0.1319 -0.2591 0.2898
O: 0.6030 1.0362 1.5335
C: -0.7371 0.5424 -0.8489
C: 0.6060 0.3803 -1.6160
C: 1.1297 -0.3648 -0.3807
H: -1.2505 -2.0112 0.7111
H: -1.6592 -0.6321 1.7582
H: -0.1424 -1.5241 2.0092
H: 0.3076 1.9440 1.3554
H: -1.5701 0.0021 -1.3151
H: -1.0771 1.5542 -0.6128
H: 1.1192 1.3136 -1.8714
H: 0.4955 -0.2100 -2.5339
H: 1.3325 0.5914 0.6203
H: 1.8135 -1.2121 -0.3541

Atoms 1-3, force components in eV/Å:
0.04 0.05 0.06
0.00 -0.39 -0.29
0.01 0.35 -0.07

Calculated values
E_HOMO: -0.30055 Eh
multiplicity: 1
electronic energy: -271.6101 a.u.
E_LUMO: 0.0347 hartree
energy above the lowest of the compared OMol25 structures with the same formula, charge and spin: 374.2 kJ/mol

From a natural (NBO) analysis of the wavefunction, the atomic charges in e read: atom 1 (C): -0.663, atom 2 (C): 0.373, atom 3 (O): -0.935, atom 4 (C): -0.461, atom 5 (C): -0.390, atom 6 (C): -0.598, atom 7 (H): 0.228, atom 8 (H): 0.226, atom 9 (H): 0.237, atom 10 (H): 0.465, atom 11 (H): 0.224, atom 12 (H): 0.215, atom 13 (H): 0.195, atom 14 (H): 0.200, atom 15 (H): 0.458, atom 16 (H): 0.226